# C32H57Cl2CsMgNO11S

A structure of composition C32H57Cl2CsMgNO11S in a non-equilibrium geometry (the ωB97M-V functional and the def2-TZVPD basis, OMol25).

```
106
Properties=species:S:1:pos:R:3:lowdin_charge:R:1
C -3.083 3.795 0.768 -0.084
O -2.879 3.276 -0.526 -0.199
C -1.830 2.342 -0.530 -0.154
C -2.303 0.942 -0.116 -0.075
C -3.655 0.607 -0.251 -0.052
C -4.108 -0.701 0.185 -0.287
C -3.175 -1.586 0.719 0.008
C -1.854 -1.222 0.817 -0.094
C -1.386 0.014 0.414 -0.039
C 0.070 0.289 0.559 -0.295
O 0.560 1.386 0.658 0.120
C 0.982 -0.909 0.621 0.041
C 0.542 -2.103 1.012 -0.145
C -0.883 -2.197 1.410 -0.337
O -1.255 -3.016 2.212 0.138
H -3.390 3.030 1.490 0.100
H -3.887 4.523 0.689 0.098
H -2.197 4.305 1.166 0.089
H -1.097 2.682 0.191 0.103
H -1.403 2.277 -1.532 0.138
H -4.387 1.322 -0.647 0.064
H -5.223 -1.008 0.104 -0.180
H -3.524 -2.555 1.053 0.120
H 2.023 -0.772 0.352 0.126
H 1.157 -3.032 1.057 -0.172
O -5.959 2.642 -1.706 -0.403
H -5.064 2.939 -1.500 -0.160
Cs 2.073 -4.251 -0.215 1.211
Cl -6.856 -0.064 0.741 -0.252
Mg -5.020 -0.857 -1.763 0.956
C -0.173 6.449 -3.957 -0.013
C -1.454 5.774 -4.428 -0.323
C -2.717 6.587 -4.259 -0.107
O -3.721 5.578 -4.147 0.069
C -3.126 4.466 -3.629 -0.533
O -3.695 3.514 -3.230 0.169
O -1.764 4.620 -3.630 0.062
H 0.366 5.824 -3.246 0.067
H 0.490 6.642 -4.800 0.078
H -0.373 7.412 -3.484 0.081
H -1.343 5.435 -5.462 0.152
H -2.922 7.236 -5.108 0.136
H -2.719 7.180 -3.341 0.137
Cl -6.686 -3.139 -0.194 -0.345
C 3.845 -1.417 3.843 -0.512
O 4.048 -2.535 3.114 -0.463
H 3.061 -1.483 4.640 0.033
H 4.732 -1.039 4.414 0.032
H 3.525 -0.501 3.275 0.023
O 7.062 -5.237 -1.238 -0.286
S 8.385 -4.690 -1.275 0.566
O 9.171 -4.773 -2.468 -0.277
O 9.217 -5.280 -0.058 -0.258
C 9.284 -6.712 0.089 -0.249
C 10.226 -7.354 -0.911 -0.075
C 8.346 -3.020 -0.725 -0.115
H 8.283 -7.141 0.023 0.115
H 9.644 -6.888 1.100 0.123
H 9.850 -7.256 -1.928 0.070
H 10.341 -8.416 -0.692 0.080
H 11.204 -6.874 -0.878 0.084
H 7.777 -2.965 0.201 0.083
H 7.861 -2.435 -1.503 0.076
H 9.366 -2.677 -0.578 0.076
C -5.142 -4.974 2.721 -0.126
C -6.657 -4.913 2.866 -0.287
C -7.119 -4.505 4.263 -0.223
C -6.715 -5.461 5.389 -0.236
C -7.193 -6.901 5.216 -0.278
C -8.713 -7.037 5.188 -0.118
H -4.699 -5.735 3.370 0.059
H -4.874 -5.219 1.692 0.054
H -4.689 -4.010 2.965 0.070
H -7.093 -5.878 2.587 0.099
H -7.039 -4.186 2.147 0.020
H -8.207 -4.391 4.255 0.101
H -6.717 -3.514 4.492 0.113
H -7.106 -5.069 6.335 0.105
H -5.626 -5.461 5.494 0.098
H -6.805 -7.496 6.049 0.098
H -6.770 -7.335 4.307 0.096
H -9.157 -6.634 6.100 0.071
H -9.001 -8.088 5.110 0.063
H -9.146 -6.513 4.335 0.066
C 2.163 3.328 -1.791 -0.083
C 3.179 4.080 -2.635 -0.270
N 2.998 5.519 -2.591 -0.205
C 3.757 6.229 -3.604 -0.260
C 5.288 6.169 -3.535 -0.086
C 3.000 6.115 -1.266 -0.248
C 4.235 5.902 -0.381 -0.079
H 1.145 3.609 -2.068 0.071
H 2.260 2.253 -1.952 0.072
H 2.296 3.508 -0.724 0.069
H 3.062 3.753 -3.673 0.117
H 4.192 3.776 -2.328 0.101
H 3.444 7.277 -3.607 0.110
H 3.448 5.838 -4.580 0.106
H 5.685 6.787 -2.731 0.055
H 5.710 6.550 -4.467 0.069
H 5.655 5.150 -3.407 0.066
H 2.129 5.737 -0.724 0.103
H 2.812 7.188 -1.365 0.114
H 4.571 4.865 -0.383 0.069
H 3.991 6.161 0.651 0.074
H 5.068 6.538 -0.679 0.053
```

Total charge: -1
Electronic energy: -99986.648 eV
E_LUMO: -0.18 eV
Highest occupied orbital energy: -4.00 eV
Orbital gap: 3.813 eV